This record from OMol25 describes a structure of composition C12H26BN2NdO2P2. The level of theory is the ωB97M-V functional and the def2-TZVPD basis.

Last column: Löwdin charge in e.
Atoms and positions in Å:
Nd  0.37574  0.92895  0.36976  1.614
P  2.27269  -1.10968  0.84065  0.767
C  2.41115  -1.40189  -0.97729  -0.309
C  1.07718  -1.53355  -1.65769  -0.326
N  -0.02563  -0.88303  -1.17238  -0.078
C  -1.21346  -1.23226  -1.75669  -0.310
C  -1.31336  -2.08866  -2.83086  0.010
C  -0.16681  -2.65638  -3.36511  0.034
C  1.04325  -2.40477  -2.73224  0.015
C  -2.53275  -0.73718  -1.24951  -0.293
P  -2.38261  0.73750  -0.18037  0.753
H  1.98134  -2.88868  -3.00602  0.141
H  -2.32473  -2.28963  -3.18592  0.143
H  -0.22933  -3.29842  -4.21015  0.128
H  -3.20593  -0.45736  -2.07920  0.114
H  -3.06012  -1.50615  -0.66480  0.122
H  3.07000  -0.61491  -1.41588  0.117
H  2.95520  -2.35728  -1.04044  0.107
H  1.59176  4.06051  -1.71097  0.037
O  1.83085  3.23352  -2.17458  -0.119
H  2.46423  3.58973  -2.87897  0.100
H  -1.21029  4.72375  0.49395  0.035
O  -0.99672  5.17896  -0.34462  -0.077
H  -1.36810  6.07479  -0.19817  0.073
C  -2.59515  1.99749  -1.51469  -0.247
H  -3.59272  1.85923  -1.95315  0.070
H  -2.46155  3.01167  -1.10681  0.035
H  -1.82718  1.87607  -2.29778  0.060
C  -3.95887  0.85062  0.70623  -0.230
H  -3.90535  1.75167  1.33074  0.062
H  -4.80825  0.89139  0.01567  0.074
H  -4.04189  -0.00367  1.39335  0.067
C  2.35810  -2.80005  1.55231  -0.217
H  3.29805  -3.30742  1.29016  0.072
H  2.25865  -2.71228  2.64441  0.066
H  1.50033  -3.39623  1.21206  0.060
C  3.95924  -0.49278  1.20658  -0.246
H  3.98139  -0.21852  2.27066  0.063
H  4.71638  -1.25231  0.97972  0.071
H  4.14906  0.43177  0.63901  0.051
B  -0.02322  -0.02568  5.29251  -0.380
C  -0.02133  0.20402  3.80119  -0.216
N  0.01089  0.43093  2.63898  -0.134
H  -1.01228  0.52109  5.74021  0.042
H  0.99153  0.51468  5.71069  0.046
H  -0.01940  -1.19955  5.57551  0.033

Computed properties:
2S+1 = 4
LUMO energy (spin up / spin down) = -7.924 / -7.107 eV
HOMO energy (spin up / spin down) = -14.59 / -14.60 eV
ΔE to the lowest compared entry with this formula, charge and spin = 8.1 kcal per mole
charge = +2



This record from OMol25 describes a cluster of 7 separate species, C62H84ClF6N3P in total. The level of theory is the ωB97M-V functional and the def2-TZVPD basis.

Last column: Löwdin charge in e.
Atoms and positions in Å:
C  -3.73110  -7.96688  3.87432  -0.132
C  -2.13377  -7.77945  3.87687  -0.251
C  -1.57693  -8.18387  2.41401  -0.212
C  -1.58176  -6.82971  1.55285  -0.220
C  -1.01324  -7.02257  0.06466  -0.208
C  -2.03275  -6.52076  -1.04510  -0.218
C  -1.34336  -6.00894  -2.39720  -0.207
C  -1.50290  -4.42491  -2.62961  -0.208
C  -2.69374  -4.03865  -3.61800  -0.212
C  -2.23304  -3.42501  -5.00732  -0.219
C  -1.64188  -1.95029  -4.91539  -0.207
C  -2.74319  -0.79714  -5.15937  -0.209
C  -2.43772  0.07495  -6.46389  -0.214
C  -3.41532  1.32080  -6.64313  -0.192
C  -2.78382  2.72870  -6.23107  -0.146
C  -2.50840  3.67838  -7.48404  -0.302
C  -0.89616  3.84477  -7.46650  -0.073
N  -0.84261  5.25185  -7.00679  -0.045
C  0.25746  5.68666  -6.10624  -0.137
C  -0.20534  6.16812  -4.65665  -0.166
C  0.36876  7.65118  -4.43762  -0.209
C  -0.53277  8.57105  -3.50145  -0.214
C  -1.12113  7.84292  -2.19976  -0.238
C  -2.70112  8.11901  -2.18403  -0.122
C  -2.02090  6.02897  -7.05821  -0.339
N  -2.13176  7.32245  -6.78380  -0.307
Cl  -3.62982  8.13442  -6.83554  0.778
N  -3.06540  5.06861  -7.44983  -0.171
P  -3.69011  5.49978  -9.06456  0.910
C  -5.45137  6.15300  -9.00969  -0.309
C  -2.58324  6.77138  -9.91515  -0.297
H  -4.18778  -7.84192  4.90787  0.070
H  -4.16577  -7.18052  3.18050  0.066
H  -4.00863  -8.98530  3.45300  0.072
H  -1.95696  -6.65826  4.01173  0.097
H  -1.63042  -8.36904  4.70459  0.089
H  -0.53402  -8.61808  2.45610  0.106
H  -2.29760  -8.92905  1.93574  0.110
H  -1.04776  -6.00700  2.12781  0.109
H  -2.67490  -6.51659  1.47765  0.099
H  -0.04670  -6.41966  -0.03970  0.108
H  -0.71307  -8.11293  -0.03881  0.111
H  -2.74403  -7.38908  -1.25784  0.113
H  -2.69271  -5.67101  -0.66807  0.102
H  -0.22823  -6.23239  -2.28811  0.101
H  -1.73079  -6.61903  -3.27730  0.106
H  -0.49594  -3.99280  -2.90654  0.102
H  -1.75951  -3.99702  -1.60119  0.103
H  -3.28400  -4.99959  -3.80290  0.111
H  -3.39519  -3.34806  -3.05990  0.107
H  -3.12048  -3.43705  -5.71718  0.107
H  -1.45722  -4.12328  -5.45145  0.112
H  -0.87871  -1.85233  -5.76280  0.103
H  -1.06145  -1.80534  -3.95169  0.106
H  -2.73500  -0.16641  -4.20869  0.110
H  -3.75037  -1.33195  -5.21950  0.113
H  -1.33438  0.32227  -6.50304  0.103
H  -2.63175  -0.61593  -7.35548  0.118
H  -4.31121  1.14141  -5.97384  0.111
H  -3.80369  1.30061  -7.71355  0.112
H  -1.88150  2.51826  -5.58618  0.109
H  -3.53715  3.26184  -5.55667  0.119
H  -2.65405  3.10354  -8.44854  0.122
H  -0.28986  3.05844  -6.93747  0.135
H  -0.46981  3.85396  -8.52909  0.136
H  0.92581  4.77597  -5.94623  0.136
H  0.93996  6.45497  -6.60841  0.116
H  0.31751  5.52468  -3.87143  0.123
H  -1.31162  6.06970  -4.45128  0.115
H  1.42008  7.61712  -3.99444  0.128
H  0.48044  8.19560  -5.43366  0.091
H  0.14857  9.40726  -3.12205  0.109
H  -1.38041  9.08862  -4.06188  0.098
H  -0.71473  8.37441  -1.27400  0.106
H  -0.84322  6.75460  -2.09312  0.098
H  -3.09227  7.92191  -3.24214  0.057
H  -3.25909  7.50326  -1.41492  0.078
H  -2.87696  9.23084  -2.00996  0.078
H  -1.27847  7.82978  -6.50862  0.116
H  -5.65700  6.60463  -10.04076  0.060
H  -6.24202  5.36219  -8.85083  0.050
H  -5.64384  6.98122  -8.26417  0.000
H  -3.04457  6.98395  -10.93755  0.063
H  -2.51217  7.77059  -9.38970  0.014
H  -1.53144  6.36951  -10.10477  0.056
F  2.30024  -8.62488  6.03844  0.060
C  1.37609  -8.99485  6.93993  -0.290
C  0.27752  -8.18066  7.16016  -0.031
C  -0.68189  -8.56552  8.08960  -0.084
C  -0.52619  -9.75500  8.79566  -0.097
C  0.58422  -10.56231  8.56919  -0.088
C  1.53885  -10.18344  7.63196  -0.015
H  0.17743  -7.25435  6.60706  0.114
H  -1.54939  -7.93936  8.26413  0.105
H  -1.27297  -10.05250  9.52388  0.102
H  0.70620  -11.48639  9.12292  0.105
H  2.40523  -10.80371  7.43642  0.118
F  0.92078  11.53251  -1.16421  0.050
C  -0.16031  11.88802  -0.44727  -0.296
C  -1.28733  12.35862  -1.10217  -0.030
C  -2.40719  12.72085  -0.36233  -0.085
C  -2.38424  12.61877  1.02526  -0.093
C  -1.24578  12.14965  1.67270  -0.077
C  -0.12903  11.77670  0.93288  -0.017
H  -1.28481  12.43947  -2.18281  0.113
H  -3.29612  13.08273  -0.86612  0.105
H  -3.25638  12.90564  1.60229  0.104
H  -1.22780  12.07447  2.75382  0.108
H  0.76257  11.40127  1.42038  0.118
F  0.65502  -11.93315  12.82378  0.046
C  1.96195  -11.75786  12.55811  -0.286
C  2.86974  -12.73163  12.93964  -0.017
C  4.21965  -12.55159  12.65995  -0.081
C  4.64659  -11.39575  12.01195  -0.096
C  3.72509  -10.42294  11.63837  -0.080
C  2.37400  -10.60717  11.90792  -0.024
H  2.51954  -13.62065  13.45031  0.117
H  4.93828  -13.31046  12.94704  0.106
H  5.70038  -11.25449  11.79823  0.101
H  4.05885  -9.52140  11.13744  0.106
H  1.64119  -9.86410  11.61637  0.114
F  6.66356  4.77166  -6.54060  0.069
C  5.78742  5.78440  -6.60365  -0.283
C  4.74966  5.72886  -7.51959  -0.019
C  3.83841  6.77726  -7.58115  -0.106
C  3.98176  7.87287  -6.73367  -0.110
C  5.03144  7.91862  -5.82149  -0.074
C  5.93658  6.86622  -5.75172  -0.004
H  4.65950  4.87175  -8.17619  0.117
H  3.01753  6.74157  -8.28921  0.097
H  3.27274  8.69263  -6.78546  0.097
H  5.14464  8.77389  -5.16515  0.110
H  6.75508  6.88094  -5.04150  0.109
F  -4.03065  -8.08044  15.73126  0.058
C  -3.21924  -9.14953  15.78856  -0.291
C  -3.18938  -9.91890  16.93978  -0.021
C  -2.35315  -11.02815  16.99676  -0.084
C  -1.54923  -11.34862  15.90648  -0.093
C  -1.58447  -10.56522  14.75754  -0.079
C  -2.42843  -9.46196  14.69535  -0.017
H  -3.81620  -9.64909  17.78118  0.116
H  -2.32733  -11.64183  17.88988  0.104
H  -0.89406  -12.21166  15.95372  0.101
H  -0.95564  -10.81336  13.91193  0.082
H  -2.47564  -8.84548  13.80575  0.114
F  10.68108  8.56896  -0.76279  0.067
C  10.03590  7.63562  -1.47779  -0.288
C  10.55453  7.23577  -2.69856  -0.014
C  9.88811  6.26466  -3.43705  -0.082
C  8.70592  5.71286  -2.95133  -0.113
C  8.19251  6.12634  -1.72614  -0.087
C  8.86370  7.08944  -0.98156  -0.018
H  11.47133  7.68264  -3.06361  0.118
H  10.28875  5.93854  -4.39001  0.106
H  8.18446  4.95805  -3.53060  0.097
H  7.26962  5.69857  -1.35105  0.103
H  8.48370  7.41721  -0.02157  0.117

Computed properties:
LUMO energy = -3.307 eV
HOMO energy = -9.74 eV
charge = +1



This record from OMol25 describes a cluster of 2 separate species, C5H9NO in total. The level of theory is the ωB97M-V functional and the def2-TZVPD basis.

Last column: natural (NBO) charge in e.
Atoms and positions in Å:
C  1.74063  -0.04209  0.68660  -0.672
C  0.31958  -0.26050  0.30986  0.142
C  -0.73396  0.40627  -0.21072  0.014
N  -0.89785  1.72685  -0.67271  0.111
O  -2.01374  1.93368  -1.11101  -0.297
C  -1.70812  -0.73634  -0.11538  -0.429
C  -0.50431  -1.51615  0.49349  -0.428
H  2.33237  -0.92671  0.42300  0.229
H  1.80966  0.06797  1.77620  0.239
H  2.18730  0.83889  0.22405  0.244
H  -2.54919  -0.57477  0.56445  0.216
H  -2.08038  -1.11563  -1.07046  0.218
H  -0.16103  -2.38052  -0.08560  0.216
H  -0.62446  -1.81222  1.54112  0.215
H  1.78674  2.09671  -1.47764  -0.047
H  1.09677  2.29455  -1.27524  0.028

Computed properties:
LUMO energy = -0.449 eV
HOMO energy = -8.92 eV
ΔE to the lowest compared entry with this formula, charge and spin = 119.9 kcal per mole
structure (SMILES) = CC1=C(N=O)CC1.[H][H]



This record from OMol25 describes a cluster of 2 separate species, C9H9Cl2NO in total. The level of theory is the ωB97M-V functional and the def2-TZVPD basis.

Last column: natural (NBO) charge in e.
Atoms and positions in Å:
C  -2.02178  -2.22543  2.52519  -0.161
C  -2.20267  -0.96480  1.90574  -0.227
C  -1.13563  -3.13615  2.00283  -0.233
C  -1.61744  -0.72071  0.61200  -0.123
C  -0.47597  -2.85155  0.82887  -0.152
C  -0.81336  -1.71417  0.08867  -0.256
C  -0.52947  2.13183  -1.83661  0.550
C  -2.84928  2.19576  -1.08735  -0.261
C  -0.24954  -1.41756  -1.24133  -0.064
N  -0.50250  2.17827  -3.05651  -0.693
O  -1.44575  2.13174  -0.85473  -0.524
Cl  0.93078  1.71178  -1.03615  0.000
Cl  0.70679  -2.56290  -1.90248  0.079
H  -2.62696  -2.50464  3.43582  0.219
H  -2.74089  -0.23386  2.45870  0.214
H  -1.18340  -4.14567  2.42625  0.218
H  -1.68926  0.23055  0.08673  0.246
H  0.06338  -3.72067  0.38348  0.224
H  -3.15910  1.73753  -2.15434  0.187
H  -3.24656  3.19926  -0.94951  0.194
H  -3.33956  1.64396  -0.32810  0.196
H  -1.30943  2.22755  -3.60344  0.365

Computed properties:
LUMO energy = -0.787 eV
HOMO energy = -8.13 eV
ΔE to the lowest compared entry with this formula, charge and spin = 102.2 kcal per mole



This record from OMol25 describes the ion C6H11NO2P with charge -1. The level of theory is the ωB97M-V functional and the def2-TZVPD basis.

Last column: natural (NBO) charge in e.
Atoms and positions in Å:
C  2.21650  -2.46314  0.72912  -1.055
P  1.91116  -1.35404  -0.74209  2.117
O  1.19790  -2.06879  -1.83261  -1.188
O  3.09883  -0.56758  -1.20664  -1.170
C  0.37435  0.00404  -0.01628  0.063
N  0.04784  0.16027  1.20424  -0.509
C  -1.02425  0.99396  1.40532  -0.245
C  -1.49663  1.98019  0.37609  -0.439
C  -1.74098  1.06849  -0.82102  -0.400
C  -0.38859  0.40106  -1.21636  -0.547
H  1.56046  -1.70753  1.31667  0.253
H  1.82811  -3.49342  0.63639  0.230
H  3.14999  -2.37661  1.25125  0.223
H  -0.73483  1.47173  2.34578  0.183
H  -1.90336  0.42956  1.73308  0.177
H  -0.93249  2.84142  0.05455  0.205
H  -2.41396  2.51156  0.71884  0.194
H  -2.18202  1.54459  -1.72944  0.200
H  -2.41132  0.13136  -0.48009  0.185
H  0.36063  1.06354  -1.86723  0.230
H  -0.51733  -0.57067  -1.85956  0.292

Computed properties:
LUMO energy = 3.570 eV
HOMO energy = -4.17 eV
ΔE to the lowest compared entry with this formula, charge and spin = 34.0 kcal per mole
structure (SMILES) = C[P@](=O)([O-])C1=NCCCC1
charge = -1



This record from OMol25 describes a structure of composition C3H7N3OS. The level of theory is the ωB97M-V functional and the def2-TZVPD basis.

Last column: natural (NBO) charge in e.
Atoms and positions in Å:
C  1.02414  -1.99098  0.18802  -0.724
C  0.13442  -0.72872  -0.12852  0.546
C  -0.62520  1.28157  0.81941  0.678
H  2.08731  -1.51015  -0.48429  0.251
H  1.05139  -2.34004  1.21473  0.247
H  0.79388  -3.04020  -0.35691  0.245
H  -0.46973  2.23495  3.02285  0.417
H  -0.93941  3.31337  1.34916  0.441
H  -1.49385  1.09725  -0.96608  0.386
H  0.06832  -0.53311  -3.55060  0.145
N  -0.52853  2.36739  1.83045  -0.923
N  -1.20113  1.76529  -0.22783  -0.761
N  -0.15247  -0.42451  -1.31041  -0.638
O  -0.17528  -0.01452  1.12200  -0.495
S  0.42613  -1.47760  -2.52198  0.185

Computed properties:
LUMO energy = 0.652 eV
HOMO energy = -8.63 eV
ΔE to the lowest compared entry with this formula, charge and spin = 110.5 kcal per mole



Record-wise maximum force values, in Eh/bohr: 0.040, 0.127, 0.007, 0.061, 0.089, 0.102